1.
DFT (the ωB97M-V functional and the def2-TZVPD basis) results for an isolated ion of composition C5H13FN and charge +1.

- Structure (SMILES): CC[C@H](F)[C@H](C)[NH3+]
- HOMO level: -14.846 eV
- Net charge: +1
- HOMO-LUMO gap: 0.4243 hartree

XYZ file:
```
20
C5H13FN | the Open Molecules 2025 dataset | the ωB97M-V functional and the def2-TZVPD basis
F -0.338 -2.013 -0.084
N -1.432 -0.181 -1.250
C 0.283 -0.825 0.437
C -1.940 0.739 0.915
C 2.452 0.547 0.338
C -0.830 0.516 -0.111
C 1.639 -0.646 -0.253
H 2.149 1.381 -0.348
H -1.386 -1.254 -1.137
H -1.130 0.095 -2.137
H -2.486 -0.018 -1.173
H 1.737 -0.561 -1.368
H -2.944 0.789 0.252
H -1.893 -0.126 1.615
H 0.323 -0.760 1.552
H 2.072 0.599 1.347
H 2.190 -1.667 0.036
H 3.513 0.285 0.323
H -0.131 1.412 -0.404
H -1.849 1.688 1.451
```

=====

2.
DFT (the ωB97M-V functional and the def2-TZVPD basis) results for an isolated ion of composition C5H13FN and charge +1.

- Structure (SMILES): C[C@@H](CF)[NH+](C)C
- HOMO level: -16.300 eV
- Net charge: +1
- HOMO-LUMO gap: 0.4967 hartree

XYZ file:
```
20
C5H13FN | the Open Molecules 2025 dataset | the ωB97M-V functional and the def2-TZVPD basis
F 2.669 -0.864 -0.098
N -0.067 -0.812 -0.101
C 2.153 0.399 0.102
C -0.052 1.713 -0.121
C -1.131 -1.271 -1.134
C 0.712 0.392 -0.519
C -0.472 -0.807 1.370
H 3.006 1.029 -0.225
H -1.320 -2.307 -0.877
H -0.045 1.735 0.926
H 0.713 0.219 -1.648
H 0.377 -0.525 1.900
H -1.052 1.924 -0.425
H -0.788 -1.333 -2.148
H 0.632 2.412 -0.548
H -2.059 -0.720 -1.153
H -0.793 -1.777 1.809
H -1.197 -0.038 1.581
H 0.711 -1.462 -0.037
H 1.934 0.660 1.172
```

=====

It is 2 that is the most stable of them.

=====

1.
DFT (the ωB97M-V functional and the def2-TZVPD basis) results for a 2-piece molecular cluster, C4H10 overall.

- Structure (SMILES): C=C(C)C.[H][H]
- HOMO level: -9.307 eV
- HOMO-LUMO gap: 0.3870 hartree

XYZ file:
```
14
C4H10 | the Open Molecules 2025 dataset | the ωB97M-V functional and the def2-TZVPD basis
C -0.331 1.177 0.730
C 1.476 -0.523 0.088
C 0.042 -0.258 0.471
C -0.891 -1.208 0.367
H 2.182 -0.006 0.748
H -1.013 0.288 -2.015
H -1.938 -0.994 0.576
H 1.661 -0.150 -0.932
H 1.713 -1.591 0.102
H 0.146 1.820 -0.014
H -0.650 -2.230 0.071
H -0.973 0.804 -2.557
H -0.018 1.549 1.721
H -1.407 1.322 0.643
```

=====

2.
DFT (the ωB97M-V functional and the def2-TZVPD basis) results for a 2-piece molecular cluster, C4H10 overall.

- Structure (SMILES): C=C.CC
- HOMO level: -10.267 eV
- HOMO-LUMO gap: 0.4204 hartree

XYZ file:
```
14
C4H10 | the Open Molecules 2025 dataset | the ωB97M-V functional and the def2-TZVPD basis
C 1.835 -0.086 -0.846
C -2.249 0.077 1.504
C 0.853 -0.392 -1.965
C -1.323 0.445 2.371
H -0.176 -0.271 -1.639
H -3.327 0.090 1.617
H 0.936 -1.439 -2.259
H 1.075 0.177 -2.866
H -1.998 -0.219 0.491
H -1.585 0.925 3.309
H 1.828 0.971 -0.594
H 1.580 -0.689 0.022
H -0.303 0.629 2.044
H 2.855 -0.218 -1.188
```

=====

3.
DFT (the ωB97M-V functional and the def2-TZVPD basis) results for a 2-piece molecular cluster, C4H10 overall.

- Structure (SMILES): C=C.CC
- HOMO level: -10.268 eV
- HOMO-LUMO gap: 0.4270 hartree

XYZ file:
```
14
C4H10 | the Open Molecules 2025 dataset | the ωB97M-V functional and the def2-TZVPD basis
C -6.220 -0.125 -1.785
C 4.689 0.667 0.986
C -6.106 -1.016 -2.758
C 4.514 0.068 2.405
H 5.113 0.687 3.094
H -6.889 -0.157 -0.930
H 5.265 -0.024 0.372
H -5.462 -0.613 -3.542
H 3.485 0.078 2.741
H -5.970 0.936 -1.759
H 5.159 1.646 0.886
H 5.097 -0.850 2.433
H 3.670 0.766 0.601
H -6.344 -2.062 -2.744
```

=====

4.
DFT (the ωB97M-V functional and the def2-TZVPD basis) results for one molecule with the formula C4H10.

- Structure (SMILES): CC(C)C
- HOMO level: -11.321 eV
- HOMO-LUMO gap: 0.4617 hartree

XYZ file:
```
14
C4H10 | the Open Molecules 2025 dataset | the ωB97M-V functional and the def2-TZVPD basis
C 1.402 -0.386 0.090
C -1.016 -1.018 -0.194
C -0.365 1.407 -0.083
C -0.046 -0.004 0.415
H -1.416 1.664 0.093
H 2.088 0.453 0.248
H 1.749 -1.223 0.705
H -0.175 -0.016 1.507
H 0.256 2.155 0.422
H -0.176 1.488 -1.162
H -0.970 -0.970 -1.290
H -0.766 -2.043 0.105
H -2.050 -0.817 0.106
H 1.486 -0.690 -0.962
```

=====

It is 4 that is the most stable of them.

=====

1.
DFT (the ωB97M-V functional and the def2-TZVPD basis) results for one molecule with the formula C4H10.

- Structure (SMILES): CCCC
- HOMO level: -10.614 eV
- HOMO-LUMO gap: 0.4345 hartree

XYZ file:
```
14
C4H10 | the Open Molecules 2025 dataset | the ωB97M-V functional and the def2-TZVPD basis
C -0.002 0.040 1.767
C 0.160 0.472 -0.767
C 0.391 -0.787 -1.591
C -0.693 0.324 0.376
H 0.666 1.033 1.915
H -0.596 -0.932 -2.010
H -1.455 -0.298 0.484
H 0.653 -0.868 1.905
H -0.653 -0.231 2.705
H -1.288 1.021 0.498
H -0.085 1.200 -1.482
H 0.754 -1.446 -1.005
H 1.090 -0.410 -2.484
H 1.058 0.881 -0.311
```

=====

2.
DFT (the ωB97M-V functional and the def2-TZVPD basis) results for a 2-piece molecular cluster, C4H10 overall.

- Structure (SMILES): C=CC.C
- HOMO level: -9.591 eV
- HOMO-LUMO gap: 0.3951 hartree

XYZ file:
```
14
C4H10 | the Open Molecules 2025 dataset | the ωB97M-V functional and the def2-TZVPD basis
C -1.418 1.379 -0.634
C 2.433 -0.534 0.627
C -1.156 0.148 0.206
C -1.430 -1.056 -0.275
H 2.054 -1.501 0.946
H 3.465 -0.407 0.961
H -1.849 -1.193 -1.266
H 1.860 0.300 1.012
H -1.254 -1.965 0.281
H -0.860 1.299 -1.567
H -1.071 2.291 -0.147
H -2.469 1.492 -0.896
H -0.754 0.241 1.207
H 2.450 -0.494 -0.456
```

=====

3.
DFT (the ωB97M-V functional and the def2-TZVPD basis) results for one molecule with the formula C4H10.

- Structure (SMILES): CC(C)C
- HOMO level: -10.758 eV
- HOMO-LUMO gap: 0.4390 hartree

XYZ file:
```
14
C4H10 | the Open Molecules 2025 dataset | the ωB97M-V functional and the def2-TZVPD basis
C 0.328 0.953 -1.022
C -1.135 -0.889 -0.317
C 0.619 0.022 1.295
C 0.252 -0.335 -0.118
H -0.041 0.637 1.922
H 0.006 0.556 -1.976
H -1.232 -1.914 0.075
H 0.957 -0.787 1.961
H -1.917 -0.341 0.189
H -0.300 1.747 -0.611
H 1.378 0.841 1.431
H 1.273 1.492 -0.902
H -1.300 -1.100 -1.387
H 1.113 -0.880 -0.540
```

=====

It is 3 that is the most stable of them.

=====

1.
DFT (the ωB97M-V functional and the def2-TZVPD basis) results for a 2-piece molecular cluster, C3H9N2O2S overall.

- HOMO level: -2.868 eV
- Net charge: -1
- HOMO-LUMO gap: 0.2366 hartree

XYZ file:
```
17
C3H9N2O2S | the Open Molecules 2025 dataset | the ωB97M-V functional and the def2-TZVPD basis
S -0.928 -0.388 2.997
O -2.928 1.005 -0.110
O 1.264 -0.150 -2.804
N 0.464 -0.538 -0.709
N 1.419 1.534 -1.349
C -0.217 -1.242 1.536
C 0.703 -0.316 0.713
C 1.056 0.237 -1.652
H 0.284 -1.477 -0.998
H 0.206 -2.221 1.729
H -2.648 0.928 0.822
H 1.660 -0.879 0.932
H 0.566 0.709 1.030
H -1.144 -1.328 0.942
H 1.393 1.921 -0.421
H 1.951 2.007 -2.046
H -3.103 0.199 -0.612
```

=====

2.
DFT (the ωB97M-V functional and the def2-TZVPD basis) results for a 2-piece molecular cluster, C3H9N2O2S overall.

- HOMO level: -3.984 eV
- Net charge: -1
- HOMO-LUMO gap: 0.2849 hartree

XYZ file:
```
17
C3H9N2O2S | the Open Molecules 2025 dataset | the ωB97M-V functional and the def2-TZVPD basis
S -2.398 -0.311 -0.295
O -3.812 -0.156 -0.044
O -1.693 -1.091 0.772
N -1.995 1.353 0.374
N 1.548 -0.276 -0.695
C 1.365 -1.614 -0.445
C 1.615 0.586 0.368
C -1.231 2.269 -0.147
H 2.614 0.519 0.896
H 1.416 1.667 0.185
H -2.416 1.392 1.288
H 1.565 -2.144 -1.360
H 0.768 -0.074 -1.328
H 0.458 -1.882 0.238
H 2.245 -2.085 0.144
H 0.907 0.127 1.110
H -0.957 1.721 -1.061
```

=====

It is 1 that is the most stable of them.

=====

1.
DFT (the ωB97M-V functional and the def2-TZVPD basis) results for a 2-piece molecular cluster, C10H15NO2 overall.

- Structure (SMILES): Cc1ccc(O)cc1.CCC(N)=O
- HOMO level: -8.199 eV
- HOMO-LUMO gap: 0.3320 hartree

XYZ file:
```
28
C10H15NO2 | the Open Molecules 2025 dataset | the ωB97M-V functional and the def2-TZVPD basis
O 1.187 -1.033 1.607
O -0.343 -1.429 -1.365
N 0.494 -0.090 -2.898
C 0.024 2.481 1.679
C -0.927 -0.116 2.066
C 1.125 -3.376 -2.737
C -2.210 3.369 2.208
C 0.641 -1.162 -2.056
C 0.417 0.113 1.771
C -1.851 0.912 1.994
C 1.767 -2.104 -2.190
C 0.919 1.384 1.520
C -1.306 2.185 1.947
H -0.484 0.158 -3.096
H 1.213 0.244 -3.529
H 1.927 -4.049 -3.051
H -1.222 -1.171 2.129
H 0.359 -3.256 -3.475
H 2.020 1.533 1.552
H -1.865 4.373 1.978
H 2.227 -2.303 -1.209
H 0.446 3.493 1.658
H -3.199 3.127 1.860
H -2.938 0.813 2.120
H -2.333 3.528 3.395
H 2.606 -1.945 -2.863
H 0.529 -3.986 -2.061
H 0.774 -1.693 1.045
```

=====

2.
DFT (the ωB97M-V functional and the def2-TZVPD basis) results for a 2-piece molecular cluster, C10H15NO2 overall.

- Structure (SMILES): Cc1ccc(O)cc1.CCC(N)=O
- HOMO level: -8.611 eV
- HOMO-LUMO gap: 0.3426 hartree

XYZ file:
```
28
C10H15NO2 | the Open Molecules 2025 dataset | the ωB97M-V functional and the def2-TZVPD basis
O -2.760 3.125 -0.770
O 2.483 -3.491 -1.041
N 3.770 -1.569 -0.974
C -3.053 1.773 1.226
C -2.292 2.200 0.136
C 1.289 -0.400 -2.021
C -0.552 0.732 0.826
C -0.870 -0.720 2.895
C -0.994 1.750 -0.025
C 2.796 -2.411 -1.456
C 2.058 -1.610 -2.567
C -1.370 0.195 1.787
C -2.544 0.869 2.151
H 4.190 -1.712 -0.062
H 0.228 -0.765 2.971
H 3.728 -0.559 -1.063
H -3.726 3.113 -0.758
H 1.799 0.579 -2.103
H -1.316 -1.723 2.850
H 1.357 -2.273 -3.055
H 2.632 -1.178 -3.372
H -0.448 1.959 -0.931
H -4.096 2.059 1.341
H -3.251 0.554 2.918
H 0.402 -0.039 -2.514
H 0.428 0.263 0.657
H -1.010 -0.299 3.908
H 1.121 -0.423 -0.955
```

=====

3.
DFT (the ωB97M-V functional and the def2-TZVPD basis) results for a 2-piece molecular cluster, C10H15NO2 overall.

- Structure (SMILES): Cc1ccc(O)cc1.CCC(N)=O
- HOMO level: -8.524 eV
- HOMO-LUMO gap: 0.3361 hartree

XYZ file:
```
28
C10H15NO2 | the Open Molecules 2025 dataset | the ωB97M-V functional and the def2-TZVPD basis
O -2.012 2.116 2.029
O 0.030 -1.061 -3.030
N -1.130 0.535 -1.941
C 0.108 1.095 2.214
C -0.911 -1.354 1.420
C 0.918 -0.004 2.028
C 0.022 -0.104 -2.284
C 1.240 0.741 -1.980
C 0.479 -1.215 1.443
C 1.419 -2.258 0.838
C -1.274 0.984 1.985
C 2.392 0.545 -3.013
C -1.766 -0.280 1.695
H 1.576 0.471 -0.973
H 3.453 0.578 -2.749
H 0.452 2.052 2.596
H -2.823 -0.412 1.402
H -1.214 1.366 -1.382
H 1.072 1.809 -2.008
H 1.135 -3.207 1.283
H 1.261 -2.143 -0.228
H 1.940 -0.037 2.377
H 2.435 -1.903 0.936
H 2.294 1.313 -3.791
H -2.009 0.083 -2.134
H -1.321 -2.247 0.992
H 2.208 -0.394 -3.539
H -2.894 2.049 2.371
```

=====

4.
DFT (the ωB97M-V functional and the def2-TZVPD basis) results for a 2-piece molecular cluster, C10H15NO2 overall.

- Structure (SMILES): Cc1ccc(O)cc1.CCC(N)=O
- HOMO level: -8.726 eV
- HOMO-LUMO gap: 0.3428 hartree

XYZ file:
```
28
C10H15NO2 | the Open Molecules 2025 dataset | the ωB97M-V functional and the def2-TZVPD basis
O 4.110 1.142 0.725
O -1.774 0.902 2.334
N 3.219 -0.056 -0.990
C -2.024 -1.324 -0.512
C -1.901 -0.418 -1.560
C 2.472 -0.525 1.274
C 1.010 -0.642 0.855
C -2.028 -0.938 0.821
C -1.882 1.352 0.042
C 3.360 0.281 0.332
C -1.830 -0.873 -2.980
C -2.056 0.435 1.065
C -1.893 0.947 -1.292
H -2.279 -0.268 -3.774
H 2.605 -0.074 2.257
H -1.910 -1.667 1.604
H -2.081 1.713 -2.030
H -1.337 0.239 2.882
H 2.851 -1.532 1.414
H 0.793 -0.522 -0.208
H -2.548 -1.686 -3.207
H -1.787 -2.345 -0.803
H -0.893 -1.273 -3.368
H 3.927 0.244 -1.640
H -1.827 2.407 0.278
H 0.472 -1.543 1.133
H 0.472 0.201 1.272
H 2.367 -0.335 -1.437
```

=====

It is 3 that is the most stable of them.